A molecular structure, C5F15O15S5Sr. Source: the OMol25 dataset; level of theory: ωB97M-V/def2-TZVPD.

Computed properties:
E (Ha): -4839.12896
Energy relative to the best compared isomer or geometry (same formula, charge and spin) (kcal/mol): 4.8
Orbital gap (eV): 9.21
E_LUMO (eV): 6.4966
HOMO level (eV): -2.7
Total charge: -3

Atoms and positions in Å:
Sr (8.91450, 9.77991, 9.46148)
S (11.50927, 12.26442, 11.23876)
S (11.70880, 8.14460, 8.90108)
S (7.92007, 11.82457, 7.08076)
S (6.34606, 7.24524, 7.79983)
S (6.76670, 10.82627, 12.45937)
F (11.89635, 5.54770, 8.13515)
F (13.11095, 12.23447, 9.08408)
F (5.53458, 4.81141, 7.11565)
F (5.50468, 12.63463, 6.33870)
F (12.41648, 7.01293, 6.61393)
F (6.49627, 11.17439, 5.01572)
F (5.69977, 10.53940, 6.94379)
F (7.58366, 5.25243, 6.47320)
F (4.25436, 10.32704, 12.95362)
F (13.57766, 13.83027, 10.60284)
F (5.37528, 8.57486, 12.16015)
F (7.15693, 4.93344, 8.57775)
F (4.63588, 10.22788, 10.90241)
F (11.78230, 13.88247, 9.18662)
F (10.37429, 6.72021, 7.14897)
O (6.86188, 10.67419, 13.88170)
O (12.47517, 11.33706, 11.76212)
O (8.65005, 10.61923, 6.76986)
O (11.01713, 13.36272, 11.97300)
O (10.57260, 11.62339, 10.36087)
O (5.26599, 7.25672, 8.79636)
O (11.21919, 9.31252, 8.21692)
O (7.64878, 10.05036, 11.60146)
O (7.49396, 11.89216, 8.47281)
O (10.76130, 7.62713, 9.89978)
O (6.38980, 12.07893, 11.89680)
O (5.98153, 7.60062, 6.45354)
O (7.62779, 7.73252, 8.21165)
O (8.27468, 13.01297, 6.37625)
O (13.09354, 8.11606, 9.10181)
C (5.20177, 9.90724, 12.08168)
C (12.53203, 13.08846, 9.95623)
C (11.58714, 6.82133, 7.63579)
C (6.68047, 5.46456, 7.45904)
C (6.36048, 11.51926, 6.29548)